1.
The following is a DFT calculation (the ωB97M-V functional and the def2-TZVPD basis) of a 2-piece molecular cluster, C2H7NO5 overall.

Bonds (Å) are listed after each position.
Atoms and positions in Å:
1 C 1.508 1.541 0.589  C2 1.489, H7 1.094, H8 1.093, H9 1.083
2 C 0.069 1.157 0.627  C1 1.489, O3 1.341, O5 1.215
3 O -0.130 0.070 1.388  C2 1.341, O4 1.416
4 O -1.500 -0.289 1.385  O3 1.416, H6 1.041
5 O -0.889 1.745 0.166  C2 1.215
6 H -1.867 0.514 0.832  O4 1.041
7 H 2.043 1.105 1.439  C1 1.094
8 H 1.929 1.143 -0.337  C1 1.093
9 H 1.600 2.620 0.595  C1 1.083
10 N -0.903 -2.411 -0.645  O11 1.316, H14 1.017, H15 1.025
11 O 0.094 -2.011 -1.406  N10 1.316, O12 1.535
12 O 0.212 -0.484 -1.513  O11 1.535, H13 0.966
13 H 0.481 -0.365 -2.433  O12 0.966
14 H -1.825 -2.208 -1.022  N10 1.017
15 H -0.821 -2.127 0.336  N10 1.025

Maximum force: 1.715 eV Å⁻¹
Orbital gap: 10.893 eV
E_tot: -13908.631 eV
LUMO energy: 0.79 eV

Atom charges from the natural (NBO) analysis, given in e for atoms 1 to 8: -0.7184 0.7961 -0.2545 -0.4457 -0.6165 0.4872 0.2429 0.2621

---

2.
The following is a DFT calculation (the ωB97M-V functional and the def2-TZVPD basis) of a 2-piece molecular cluster, C2H7NOP overall.

Bonds (Å) are listed after each position.
Atoms and positions in Å:
1 C -0.520 -0.726 0.045  C2 1.444, N3 1.298, P5 1.807
2 C 0.398 -1.541 -0.716  C1 1.444, N3 1.457, H6 1.085, H7 0.989
3 N -0.215 -1.876 0.563  C1 1.298, C2 1.457, H10 1.081
4 O 0.552 1.683 0.226  H8 0.966, H9 0.974
5 P -1.955 0.362 -0.111  C1 1.807, H11 1.416, H12 1.435
6 H -0.071 -1.905 -1.623  C2 1.085
7 H 1.387 -1.578 -0.706  C2 0.989
8 H 0.949 1.040 0.827  O4 0.966
9 H 1.139 2.283 -0.269  O4 0.974
10 H -0.315 -2.736 1.209  N3 1.081
11 H -1.607 1.305 -1.109  P5 1.416
12 H -1.669 0.796 1.227  P5 1.435

Maximum force: 4.402 eV Å⁻¹
Orbital gap: 9.127 eV
E_tot: -15002.845 eV
Total charge: +1
LUMO energy: -5.28 eV

Atom charges from the natural (NBO) analysis, given in e for atoms 1 to 8: 0.1554 -0.2231 -0.4745 -0.9818 0.4633 0.2096 0.2210 0.4849